Formula: C29H46LaP2
Source: the Open Molecules 2025 dataset
Level of theory: ωB97M-V/def2-TZVPD

Structure (XYZ):
```
78
Properties=species:S:1:pos:R:3:forces:R:3
La 1.7934 0.0533 -0.9626 -0.05 0.19 2.18
C -0.4423 -0.6502 0.5704 0.77 -0.57 0.13
C -0.1639 -1.8498 -0.1568 0.61 0.24 0.39
C 1.6454 -1.4227 1.2131 -1.09 0.28 -0.38
C 0.6784 -0.3837 1.4156 0.04 -1.04 -0.48
C 1.1266 -2.3182 0.2287 -0.64 0.83 0.35
C -1.7309 0.1001 0.6021 -0.43 0.17 0.18
H -1.5904 1.1887 0.5214 -0.11 -0.25 0.04
H -2.2645 -0.0832 1.5518 0.18 0.07 -0.31
H -2.3967 -0.2227 -0.2055 0.08 0.17 0.09
C 0.8593 0.8191 2.2673 -0.07 0.39 0.37
H -0.1144 1.1422 2.6626 0.34 0.00 0.06
H 1.2887 1.6744 1.7148 -0.11 -0.15 0.25
H 1.5427 0.6003 3.0987 -0.28 0.20 -0.12
C 3.0167 -1.4576 1.7838 0.35 -0.16 0.27
H 3.0416 -0.9192 2.7415 0.17 -0.17 -0.28
H 3.7702 -0.9800 1.1216 -0.14 -0.25 0.32
H 3.3336 -2.4970 1.9517 0.04 0.34 0.00
C 1.8551 -3.4813 -0.3429 0.13 -0.46 0.00
H 2.4375 -3.9760 0.4453 -0.06 -0.02 -0.30
H 2.5642 -3.1906 -1.1392 -0.11 -0.25 0.13
H 1.1548 -4.2156 -0.7627 0.26 0.14 0.05
C -1.0542 -2.5456 -1.1260 -0.44 -0.54 -0.28
H -1.4322 -3.4961 -0.7123 0.10 0.26 -0.10
H -0.5295 -2.8002 -2.0623 -0.21 0.10 0.23
H -1.9375 -1.9471 -1.3809 0.23 -0.13 0.02
C -2.6066 2.9954 -2.1656 -0.49 0.27 -0.17
C -3.6700 2.3209 -2.6147 0.11 0.01 0.53
C -3.7135 1.3003 -3.7186 -0.23 0.08 -0.64
C -2.7166 1.5118 -4.8788 -0.05 -0.06 -0.85
C -1.4475 0.6253 -4.7389 -0.52 0.15 0.37
C -0.9455 0.3909 -3.3670 1.27 -1.18 0.76
C -0.5484 1.5436 -2.4567 -0.24 -0.30 -0.16
C -1.1870 2.9287 -2.6736 0.51 0.15 0.56
H -4.7297 1.3116 -4.1489 0.35 0.00 0.18
H -2.4489 2.5659 -4.9847 -0.29 -0.11 0.18
H -3.5735 0.2882 -3.3114 -0.10 0.22 0.01
H -1.0443 3.2340 -3.7224 -0.27 -0.03 0.36
H -2.7449 3.6812 -1.3187 -0.09 -0.30 -0.38
H -4.6328 2.4753 -2.1041 0.51 -0.03 -0.16
H -0.5980 3.6524 -2.0777 -0.22 -0.24 -0.33
H -0.7583 1.2339 -1.4160 0.09 0.17 -0.25
H -1.4331 -0.4457 -2.8464 0.03 0.51 -0.22
H 0.5557 1.7386 -2.5116 0.02 0.00 -0.13
H -3.2069 1.2315 -5.8285 0.06 0.18 0.30
H -1.7266 -0.3605 -5.1624 0.37 0.36 0.10
P 0.0540 1.1315 -5.6562 -1.30 -0.36 -0.87
C 0.0226 2.8565 -6.1277 0.34 0.58 -0.44
C 0.0535 0.1083 -7.1479 0.25 0.22 -0.56
P 1.2419 -0.4902 -3.5022 -1.79 0.02 -0.55
C 1.5674 0.7981 -4.7934 0.66 0.31 0.41
C 0.9950 -1.9849 -4.5157 0.07 -0.34 0.16
C 3.1114 -0.7543 -3.1458 1.13 -0.39 -1.11
H 0.6966 3.4236 -5.4717 -0.27 -0.06 -0.18
H -0.9821 3.2887 -6.0923 0.22 -0.16 0.01
H 0.3918 2.9404 -7.1584 -0.02 0.10 0.26
H 0.4933 0.7033 -7.9565 -0.02 -0.28 0.00
H -0.9714 -0.1613 -7.4291 0.23 0.10 0.10
H 0.6506 -0.8043 -7.0207 -0.29 0.32 0.01
H 3.5309 -0.9748 -4.1352 0.40 -0.16 0.46
H 3.3099 -1.6145 -2.4725 0.10 0.25 -0.36
H 3.6267 0.1587 -2.7742 -0.03 -0.30 -0.18
H 1.9666 1.7232 -4.3364 -0.17 -0.42 -0.20
H 2.3232 0.4050 -5.4964 -0.33 0.27 0.18
H 1.4670 -2.8327 -3.9879 -0.28 0.26 -0.31
H 1.4897 -1.8587 -5.4913 -0.17 -0.27 0.34
H -0.0802 -2.1787 -4.6421 0.38 -0.01 -0.03
C 3.3628 3.5616 1.7952 -0.02 0.08 -0.02
C 4.1591 2.4366 1.5871 0.36 -0.71 -0.50
C 3.9984 1.6638 0.4076 -0.23 1.61 1.51
C 3.0344 2.0830 -0.5023 0.41 -0.71 -2.20
C 2.2798 3.2334 -0.3615 0.45 0.81 1.73
C 2.4438 3.9776 0.8287 -0.26 0.11 -0.55
H 3.4713 4.1378 2.7164 -0.01 -0.18 -0.29
H 4.9151 2.1461 2.3214 -0.26 0.18 -0.10
H 4.6358 0.7832 0.2406 -0.26 0.28 0.06
H 1.5850 3.5778 -1.1369 0.14 -0.15 0.31
H 1.8594 4.8882 0.9880 0.19 -0.25 0.06
```
Positions in Å, forces in eV/Å.

Summary:
E_tot   -1846.55612 Eh
Max |F|   2.3 eV/A
Multiplicity   1
Total charge   +1
Energy relative to the best compared isomer or geometry (same formula, charge and spin)   0.0000 eV
Highest occupied orbital energy   -9.06 eV
Lowest unoccupied orbital energy   -2.2 eV